Entry from OMol25: a 7-piece molecular cluster, C36H69BBrINO28P3S overall in a non-equilibrium geometry (ωB97M-V/def2-TZVPD).

Calculated values
* structure (SMILES): CCN[C@@H](OB(O)O)O[C@](C[SH](=O)=O)([C@H](O[C@@](c1ccccc1)(P(C)O)P(O)I)[C@@H](C)CC)P(O)Br.COC(=O)OC.COC(=O)OC.COC(=O)OC.COC(=O)OC.COC(=O)OC.COC(=O)OC
* LUMO level: -0.13 eV
* DFT total energy: -214794.3086 eV
* HOMO-LUMO gap: 8.17 eV
* maximum force: 2.81 eV Å⁻¹

```
141
C36H69BBrINO28P3S, DFT ωB97M-V/def2-TZVPD
C 2.925 3.212 1.820
C 1.597 3.984 2.013
N 1.190 4.053 3.421
C -0.242 3.931 3.582
O -0.895 4.824 2.645
B -1.040 6.116 3.121
O -0.141 6.792 3.949
O -2.167 6.826 2.710
O -0.587 2.622 3.212
C -1.311 1.882 4.185
C -2.660 2.521 4.611
S -3.684 3.055 3.189
O -3.965 4.452 3.397
O -4.900 2.294 3.150
C -0.414 1.419 5.406
O -0.731 0.071 5.683
C 0.308 -0.924 5.755
C -0.347 -2.238 5.258
C 0.346 -3.292 4.688
C -0.309 -4.429 4.264
C -1.670 -4.562 4.394
C -2.363 -3.531 5.002
C -1.715 -2.406 5.421
P 1.895 -0.742 4.773
C 1.544 -0.030 3.101
O 2.814 0.455 5.512
P 0.867 -1.455 7.506
O 1.689 -0.172 8.144
I -1.208 -1.801 8.838
C -0.662 2.320 6.664
C -1.661 1.705 7.680
C 0.697 2.623 7.381
C 1.181 4.093 7.129
P -1.740 0.214 3.261
O -3.314 -0.157 3.532
Br -1.622 0.650 1.028
H 2.970 2.914 0.762
H 2.921 2.273 2.380
H 3.805 3.827 2.026
H 0.873 3.496 1.359
H 1.774 4.991 1.603
H 1.520 4.883 3.897
H -0.565 4.230 4.582
H 0.362 7.391 3.381
H -2.083 6.929 1.751
H -3.259 1.874 5.258
H -2.552 3.461 5.167
H -2.944 2.964 2.048
H 0.609 1.663 5.099
H 1.422 -3.275 4.555
H 0.272 -5.221 3.799
H -2.129 -5.469 4.012
H -3.441 -3.614 5.118
H -2.280 -1.612 5.898
H 1.254 1.026 3.165
H 0.837 -0.650 2.548
H 2.514 -0.067 2.583
H 3.109 1.079 4.831
H 1.871 -0.423 9.063
H -1.039 3.312 6.401
H -2.392 1.017 7.251
H -1.092 1.275 8.506
H -2.241 2.530 8.122
H 0.601 2.526 8.466
H 1.488 1.979 6.992
H 1.983 4.070 6.378
H 0.396 4.740 6.719
H 1.592 4.540 8.038
H -3.503 -0.166 4.480
C -1.387 -5.483 -2.680
O -0.400 -4.479 -2.441
C -0.905 -3.293 -2.095
O -2.072 -3.030 -1.977
O 0.112 -2.451 -1.905
C -0.282 -1.129 -1.526
H -0.863 -6.396 -2.950
H -1.971 -5.669 -1.779
H -2.035 -5.195 -3.506
H -0.821 -1.138 -0.579
H -0.890 -0.670 -2.306
H 0.629 -0.545 -1.404
C 5.576 1.487 -4.647
O 5.323 0.273 -3.943
C 4.146 -0.291 -4.221
O 3.319 0.136 -4.987
O 4.041 -1.406 -3.505
C 2.816 -2.122 -3.705
H 6.555 1.840 -4.334
H 5.593 1.311 -5.721
H 4.832 2.242 -4.395
H 2.722 -2.439 -4.742
H 1.964 -1.513 -3.413
H 2.847 -3.004 -3.072
C -4.742 -6.836 -3.317
O -3.935 -7.913 -3.798
C -4.610 -8.860 -4.448
O -5.795 -8.875 -4.650
O -3.735 -9.791 -4.841
C -4.318 -10.877 -5.563
H -4.080 -6.136 -2.816
H -5.231 -6.321 -4.142
H -5.480 -7.194 -2.601
H -4.790 -10.521 -6.478
H -5.039 -11.408 -4.944
H -3.511 -11.556 -5.825
C 5.665 8.295 1.856
O 4.340 7.953 1.443
C 3.686 8.940 0.824
O 4.112 10.041 0.605
O 2.474 8.485 0.490
C 1.658 9.445 -0.186
H 6.083 7.417 2.341
H 6.282 8.551 0.997
H 5.645 9.116 2.570
H 2.113 9.755 -1.125
H 1.475 10.309 0.452
H 0.707 8.965 -0.403
C -1.165 -8.349 -6.734
O -1.310 -7.988 -8.109
C -1.905 -6.810 -8.300
O -2.306 -6.073 -7.438
O -1.979 -6.591 -9.614
C -2.599 -5.353 -9.966
H -0.672 -9.317 -6.702
H -0.544 -7.623 -6.210
H -2.138 -8.436 -6.255
H -2.034 -4.512 -9.566
H -3.628 -5.324 -9.612
H -2.597 -5.293 -11.051
C 3.287 1.814 -7.496
O 2.217 2.516 -8.142
C 1.224 1.734 -8.560
O 1.165 0.538 -8.444
O 0.301 2.510 -9.136
C -0.831 1.798 -9.636
H 4.027 2.559 -7.210
H 2.938 1.300 -6.599
H 3.750 1.106 -8.184
H -1.350 1.285 -8.828
H -0.530 1.089 -10.406
H -1.501 2.532 -10.075
```

Here are the Löwdin charges for atoms 1 to 5, given in e: -0.075 -0.232 0.044 -0.354 0.137


Entry from OMol25: a 2-piece molecular cluster, C4H12N2O2 overall in a non-equilibrium geometry (ωB97M-V/def2-TZVPD).

Calculated values
* energy above the lowest of the compared OMol25 structures with the same formula, charge and spin: 64.4 kcal/mol
* structure (SMILES): NCCNCC=O.O
* LUMO level: 0.71 eV
* DFT total energy: -11416.4257 eV
* HOMO-LUMO gap: 9.75 eV
* maximum force: 1.95 eV Å⁻¹

```
20
C4H12N2O2, DFT ωB97M-V/def2-TZVPD
N 1.612 -0.378 -2.868
C 0.306 -0.336 -2.241
C -0.017 -1.123 -0.995
N 0.451 -0.533 0.273
C -0.517 0.333 0.938
C -1.727 -0.483 1.424
O -1.636 -1.083 2.466
H 2.016 -1.296 -2.704
H 2.260 0.196 -2.342
H -0.478 -0.616 -2.969
H -0.045 0.693 -2.167
H 0.287 -2.173 -1.051
H -1.113 -1.232 -0.948
H 0.717 -1.267 0.915
H -0.055 0.701 1.841
H -0.879 1.152 0.322
H -2.695 -0.552 0.890
H 1.066 3.570 0.636
H 1.357 2.115 1.317
O 0.954 2.978 1.388
```

Here are the natural (NBO) charges for atoms 1 to 5, given in e: -0.810 -0.243 -0.244 -0.629 -0.320


Entry from OMol25: C39H50N7P2SeTeZr as an isolated structure (ωB97M-V/def2-TZVPD).

Calculated values
* energy above the lowest of the compared OMol25 structures with the same formula, charge and spin: 13.3 kcal/mol
* LUMO level: -3.01 eV
* DFT total energy: -144177.7894 eV
* HOMO-LUMO gap: 4.79 eV
* charge: +1
* maximum force: 0.27 eV Å⁻¹

```
101
C39H50N7P2SeTeZr, DFT ωB97M-V/def2-TZVPD
Zr 0.138 -0.301 -0.515
C 4.019 1.076 -0.883
C 3.997 1.046 0.650
C 2.649 0.670 1.304
N 1.443 1.103 0.589
C 1.120 2.400 0.694
C 1.915 3.307 1.418
C 1.811 4.665 1.663
C 0.845 5.575 1.270
C -0.284 5.261 0.543
C -0.712 4.040 0.042
C -0.151 2.752 0.056
N -0.771 1.709 -0.516
C -2.027 2.006 -1.202
C -2.562 0.824 -1.971
C -1.672 0.384 -3.108
N -0.408 -0.156 -2.630
C 0.337 -0.823 -3.521
C -0.019 -0.882 -4.877
C 0.459 -1.649 -5.926
C 1.455 -2.608 -5.935
C 2.278 -2.918 -4.867
C 2.346 -2.353 -3.604
C 1.557 -1.392 -2.959
N 1.826 -0.962 -1.701
C 3.127 -1.291 -1.120
C 4.216 -0.302 -1.513
H 3.099 1.531 -1.260
H 4.832 1.725 -1.212
H 4.736 0.323 1.012
H 4.331 2.017 1.020
H 2.589 -0.403 1.404
H 2.608 1.037 2.335
H 2.796 2.877 1.863
H 2.623 5.072 2.255
H 0.981 6.606 1.566
H -0.957 6.086 0.336
H -1.665 4.116 -0.456
H -2.778 2.341 -0.474
H -1.880 2.828 -1.912
H -2.725 -0.015 -1.295
H -3.543 1.085 -2.372
H -2.203 -0.388 -3.676
H -1.504 1.230 -3.787
H -0.834 -0.234 -5.160
H -0.057 -1.492 -6.867
H 1.615 -3.151 -6.857
H 3.001 -3.706 -5.043
H 3.131 -2.777 -2.999
H 3.026 -1.291 -0.041
H 3.425 -2.313 -1.344
H 5.178 -0.710 -1.188
H 4.259 -0.220 -2.603
C -1.203 3.160 3.675
P -0.410 1.507 3.544
C 0.426 1.449 5.179
C -1.867 0.446 3.923
C -2.842 0.355 2.747
P -2.374 -0.782 1.373
C -2.452 -2.402 2.217
C -4.024 -0.820 0.562
H -1.744 3.274 4.617
H -1.887 3.329 2.843
H -0.429 3.928 3.613
H -0.259 1.696 5.993
H 1.257 2.155 5.194
H 0.833 0.451 5.353
H -2.387 0.839 4.802
H -1.501 -0.548 4.199
H -3.009 1.343 2.307
H -3.817 0.003 3.096
H -3.429 -2.521 2.688
H -1.684 -2.499 2.982
H -2.309 -3.203 1.489
H -4.766 -1.122 1.302
H -4.054 -1.530 -0.263
H -4.290 0.170 0.193
Se 2.268 -5.209 -0.518
N 1.063 -5.646 -1.834
C 0.137 -4.708 -1.886
C -1.007 -4.729 -2.715
C -1.945 -3.708 -2.611
C -1.769 -2.666 -1.736
N -0.639 -2.565 -0.959
C 0.241 -3.546 -1.032
N 1.390 -3.531 -0.238
H -1.159 -5.572 -3.374
H -2.847 -3.741 -3.208
H -2.500 -1.881 -1.650
Te 0.977 -2.756 1.595
C 2.949 -2.601 2.311
C 3.101 -2.070 3.588
C 4.370 -1.928 4.129
C 5.484 -2.326 3.405
C 5.329 -2.867 2.138
C 4.062 -3.005 1.585
H 2.237 -1.763 4.170
H 4.486 -1.515 5.123
H 6.473 -2.222 3.833
H 6.191 -3.192 1.571
H 3.959 -3.425 0.592
```

Here are the Löwdin charges for atoms 1 to 5, given in e: 1.650 -0.187 -0.153 -0.258 -0.137


Entry from OMol25: C8H25ClIMnN2P2S as an isolated structure in a non-equilibrium geometry (ωB97M-V/def2-TZVPD).

Calculated values
* energy above the lowest of the compared OMol25 structures with the same formula, charge and spin: 78.7 kcal/mol
* multiplicity: 5
* LUMO level (spin up / spin down): -9.32 / -8.03 eV
* DFT total energy: -93023.4746 eV
* HOMO-LUMO gap (spin up / spin down): 5.59 / 6.90 eV
* charge: +2
* maximum force: 5.68 eV Å⁻¹

```
41
C8H25ClIMnN2P2S, DFT ωB97M-V/def2-TZVPD
C -1.050 -1.302 -5.812
I -0.608 -1.448 -3.704
H -1.515 -0.333 -5.975
H -1.725 -2.119 -6.054
H -0.105 -1.390 -6.344
Mn -0.031 0.005 -0.109
P -2.237 -0.590 0.283
C -2.633 -2.376 0.380
C -2.912 0.081 1.848
H -3.977 -0.153 1.952
H -4.442 -0.192 -0.708
H -2.764 1.164 1.844
H -3.269 1.120 -1.058
H -2.051 -2.834 1.184
H -2.359 -0.343 2.690
C -3.405 0.038 -0.979
H -3.700 -2.532 0.569
H -3.169 -0.415 -1.946
H -2.356 -2.860 -0.561
P 2.083 0.877 -0.485
C 3.465 -0.304 -0.708
C 2.188 1.941 -1.973
H 1.923 2.754 1.013
H 3.638 2.430 0.600
H 2.775 1.397 1.778
C 2.675 1.976 0.856
H 1.420 2.714 -1.890
H 3.178 2.401 -2.061
H 4.410 0.223 -0.879
H 3.252 -0.954 -1.561
H 1.982 1.338 -2.861
H 3.555 -0.930 0.184
Cl -0.782 2.268 -0.014
N 0.165 0.467 4.362
C 0.942 -0.186 3.373
N 2.105 -0.907 3.742
S 0.506 -0.101 1.815
H 0.438 0.419 5.354
H -0.678 1.000 4.102
H 2.679 -1.379 3.028
H 2.391 -0.963 4.730
```

Here are the natural (NBO) charges for atoms 1 to 5, given in e: -0.654 -0.005 0.239 0.245 0.242


Entry from OMol25: one molecule with the formula C8H14N2O3S in a non-equilibrium geometry (ωB97M-V/def2-TZVPD).

Calculated values
* energy above the lowest of the compared OMol25 structures with the same formula, charge and spin: 120.7 kcal/mol
* structure (SMILES): O=C(O)[C@H](CS)NC(=O)[C@@H]1CCCN1
* LUMO level: 0.47 eV
* DFT total energy: -28476.4497 eV
* HOMO-LUMO gap: 9.41 eV
* maximum force: 6.76 eV Å⁻¹

```
28
C8H14N2O3S, DFT ωB97M-V/def2-TZVPD
C -1.663 -0.154 0.625
C -0.177 -0.592 0.789
C -2.640 -1.261 0.032
C -3.712 -0.205 -0.620
C -2.986 1.279 -0.446
C 2.160 0.078 0.225
C 3.100 1.292 0.154
C 2.398 -1.040 -0.687
H -1.136 1.171 -1.157
H -2.169 0.130 1.696
H -3.298 -1.921 0.726
H -2.165 -1.923 -0.846
H -4.528 -0.432 0.159
H -3.778 -0.304 -1.777
H -3.058 1.829 -1.443
H -3.357 1.976 0.179
H 0.248 1.242 0.296
H 2.476 -0.588 1.160
H 2.044 -2.008 -0.313
H 1.963 -0.827 -1.715
H 4.847 -1.428 0.656
H 4.872 1.675 1.015
N -1.581 1.165 -0.073
N 0.795 0.308 0.324
O 0.212 -1.702 1.096
O 2.818 2.380 -0.383
O 4.009 1.020 1.089
S 4.305 -1.163 -0.761
```

Here are the natural (NBO) charges for atoms 1 to 5, given in e: -0.145 0.675 -0.419 -0.453 -0.231


Entry from OMol25: a 7-piece molecular cluster, C34H70Cl12N3O2 overall in a non-equilibrium geometry (ωB97M-V/def2-TZVPD).

Calculated values
* LUMO level: -3.44 eV
* DFT total energy: -195218.2509 eV
* HOMO-LUMO gap: 8.00 eV
* charge: +1
* maximum force: 4.92 eV Å⁻¹

```
121
C34H70Cl12N3O2, DFT ωB97M-V/def2-TZVPD
C 2.970 -3.297 -0.234
C 4.055 -2.287 -0.854
C 4.835 -1.404 0.256
C 4.879 0.125 -0.219
C 5.490 0.351 -1.699
C 6.769 1.316 -1.646
C 6.455 2.878 -1.858
C 4.912 3.286 -1.704
C 4.200 3.345 -3.164
C 3.179 4.566 -3.314
C 1.970 4.484 -2.229
C 2.312 5.290 -0.884
C 1.051 5.998 -0.193
C 0.414 4.954 0.853
C -1.130 4.714 0.442
N -1.944 4.217 1.606
C -2.855 3.145 1.252
N -3.045 2.183 2.183
N -3.620 3.031 0.027
C -5.072 3.396 0.208
C -5.874 2.798 -1.055
C -7.296 2.201 -0.539
C -8.017 1.318 -1.688
O -9.318 1.898 -1.967
C -10.164 0.883 -2.555
C -10.969 -0.103 -1.587
O -10.249 0.770 -3.801
H 2.156 -3.504 -1.025
H 2.480 -2.759 0.659
H 3.514 -4.236 0.107
H 3.474 -1.559 -1.538
H 4.864 -2.798 -1.483
H 4.172 -1.446 1.201
H 5.853 -1.834 0.549
H 3.777 0.478 -0.274
H 5.373 0.834 0.547
H 5.867 -0.662 -2.108
H 4.662 0.682 -2.407
H 7.350 1.162 -0.678
H 7.453 0.997 -2.522
H 7.043 3.455 -1.052
H 6.865 3.224 -2.862
H 4.903 4.379 -1.323
H 4.329 2.676 -0.940
H 3.688 2.334 -3.332
H 5.009 3.436 -3.972
H 3.701 5.589 -3.294
H 2.706 4.478 -4.361
H 1.752 3.377 -1.979
H 1.022 4.900 -2.725
H 3.108 6.074 -1.155
H 2.824 4.574 -0.137
H 1.461 6.885 0.425
H 0.308 6.447 -0.932
H 0.940 3.940 0.757
H 0.429 5.357 1.934
H -1.156 4.040 -0.478
H -1.564 5.745 0.157
H -1.246 3.764 2.237
H -2.446 2.076 3.013
H -3.878 1.584 2.078
H -3.196 3.537 -0.760
H -5.124 4.538 0.255
H -5.446 2.876 1.149
H -6.059 3.660 -1.800
H -5.309 1.940 -1.551
H -7.154 1.525 0.379
H -7.996 3.065 -0.292
H -7.338 1.255 -2.609
H -8.204 0.268 -1.251
H -10.285 -0.979 -1.306
H -11.904 -0.527 -2.104
H -11.280 0.411 -0.619
Cl 1.210 0.529 2.666
C 1.424 -0.187 4.285
C 2.746 -0.917 4.419
Cl 2.801 -2.398 3.433
H 0.579 -0.851 4.475
H 1.380 0.635 5.002
H 2.895 -1.222 5.457
H 3.585 -0.284 4.127
Cl -14.724 0.107 -1.498
C -15.207 1.769 -1.078
C -14.045 2.739 -1.153
Cl -12.841 2.448 0.129
H -15.650 1.751 -0.081
H -15.980 2.063 -1.790
H -14.406 3.761 -1.021
H -13.534 2.681 -2.116
Cl 6.469 -4.466 1.984
C 5.993 -5.823 3.040
C 5.064 -6.791 2.338
Cl 3.461 -6.078 2.028
H 5.535 -5.408 3.939
H 6.917 -6.335 3.332
H 4.904 -7.669 2.963
H 5.477 -7.124 1.384
Cl -7.168 3.051 -8.029
C -8.736 2.760 -7.233
C -8.809 1.386 -6.598
Cl -8.848 0.084 -7.813
H -9.524 2.901 -7.976
H -8.849 3.529 -6.466
H -9.724 1.298 -6.011
H -7.962 1.205 -5.934
Cl 6.162 -9.257 4.646
C 7.516 -9.080 5.797
C 7.101 -8.345 7.055
Cl 6.751 -6.626 6.743
H 8.330 -8.572 5.287
H 7.849 -10.089 6.049
H 7.912 -8.375 7.785
H 6.217 -8.794 7.511
Cl 11.281 -8.816 4.328
C 10.846 -8.691 2.605
C 9.834 -7.593 2.351
Cl 8.235 -7.983 3.035
H 10.474 -9.663 2.278
H 11.768 -8.478 2.060
H 9.695 -7.459 1.276
H 10.160 -6.640 2.772
```

Here are the Löwdin charges for atoms 1 to 5, given in e: -0.138 -0.256 -0.219 -0.230 -0.207


Entry from OMol25: a 2-piece molecular cluster, C12H19Cl3I2NO2 overall in a non-equilibrium geometry (ωB97M-V/def2-TZVPD).

Calculated values
* LUMO level: -4.54 eV
* DFT total energy: -72096.1342 eV
* HOMO-LUMO gap: 7.87 eV
* charge: +1
* maximum force: 3.86 eV Å⁻¹

```
39
C12H19Cl3I2NO2, DFT ωB97M-V/def2-TZVPD
C 0.177 3.519 2.396
C 0.904 3.839 0.998
O 0.726 4.952 0.485
O 1.733 2.813 0.488
C 1.520 2.582 -0.926
C 0.498 1.381 -1.262
C -0.499 1.010 -0.074
C -1.292 -0.367 -0.260
C -0.400 -1.612 -0.709
C 0.504 -2.257 0.454
N 0.284 -3.739 0.656
C 0.684 -4.097 1.879
I 0.672 -6.067 2.758
C 1.216 -2.801 2.681
C 0.730 -1.487 1.827
I 2.530 -0.219 1.996
H -0.261 4.452 2.866
H 0.975 3.073 3.097
H -0.610 2.697 2.280
H 2.543 2.276 -1.353
H 1.232 3.524 -1.510
H -0.148 1.752 -2.135
H 1.123 0.517 -1.651
H -0.023 1.039 0.965
H -1.300 1.839 -0.056
H -2.073 -0.202 -1.085
H -1.901 -0.587 0.691
H -1.139 -2.437 -1.030
H 0.264 -1.428 -1.608
H 1.544 -2.251 -0.008
H -0.104 -4.387 -0.048
H 2.361 -2.762 2.603
H 0.919 -2.811 3.774
H -0.180 -1.114 2.408
C -2.617 -0.067 -4.413
Cl -2.916 1.078 -3.098
Cl -1.244 -1.117 -4.026
Cl -4.062 -1.030 -4.740
H -2.372 0.498 -5.310
```

Here are the natural (NBO) charges for atoms 1 to 5, given in e: -0.729 0.805 -0.552 -0.552 -0.087